1) The following is a quantum chemistry calculation of an isolated molecule of C2H4IN, from OMol25.

Output
HOMO-LUMO gap = 0.3640 hartree
SMILES = C=NCI

Element x y z (Å)
C (0.919, -1.088, -0.011)
C (-0.508, 0.979, 0.018)
N (0.849, 0.104, -0.335)
I (-2.324, -0.075, 0.016)
H (1.787, -1.525, -0.494)
H (0.229, -1.512, 0.632)
H (-0.329, 1.343, 0.974)
H (-0.623, 1.774, -0.800)


2) The following is a quantum chemistry calculation of a 2-piece molecular cluster, C2H4IN overall, from OMol25.

Output
HOMO-LUMO gap (alpha / beta) = 0.3423 / 0.3111 hartree

Element x y z (Å)
C (-1.250, -1.182, -0.108)
C (0.948, 1.139, 0.205)
N (-1.049, -0.298, 0.768)
I (1.802, 0.684, -1.561)
H (-2.103, -1.795, 0.194)
H (-0.502, -1.325, -0.934)
H (0.648, 2.101, 0.438)
H (1.506, 0.676, 0.997)


3) The following is a quantum chemistry calculation of a 2-piece molecular cluster, C2H4IN overall, from OMol25.

Output
HOMO-LUMO gap = 0.3607 hartree

Element x y z (Å)
C (-0.458, -1.661, -1.388)
C (0.294, 1.213, 1.493)
N (-0.351, -2.422, -2.261)
I (-0.386, 2.872, 0.272)
H (0.718, 1.660, 2.375)
H (0.990, 0.565, 0.985)
H (-0.610, 0.696, 1.707)
H (-0.197, -2.924, -3.184)


The computed energies, referenced to the most stable structure and given in kJ/mol, are 1) 18.1; 2) 253.1; 3) 0.0.


1) The following is a quantum chemistry calculation of a 2-piece molecular cluster, C2H7S2 overall, from OMol25.

Output
total charge = -1
HOMO-LUMO gap = 0.2548 hartree

Element x y z (Å)
S (-0.549, 2.449, -0.028)
H (-1.316, 3.242, -0.792)
C (1.129, -0.661, 0.281)
C (-0.345, -1.003, 0.347)
S (-1.239, -0.600, -1.188)
H (1.734, -1.373, -0.286)
H (1.292, 0.317, -0.149)
H (1.619, -0.579, 1.260)
H (-0.803, -0.598, 1.218)
H (-0.471, -2.096, 0.345)
H (-1.048, 0.901, -1.007)


2) The following is a quantum chemistry calculation of a 2-piece molecular cluster, C2H7S2 overall, from OMol25.

Output
total charge = -1
HOMO-LUMO gap = 0.2167 hartree

Element x y z (Å)
S (1.679, 2.688, 0.718)
H (2.395, 1.776, 0.038)
C (0.149, -1.406, 0.780)
S (-0.514, -1.380, -0.910)
C (-1.060, 0.337, -1.023)
H (-0.454, -2.092, 1.365)
H (1.209, -1.640, 0.803)
H (0.034, -0.388, 1.154)
H (-0.233, 1.010, -0.783)
H (-1.704, 0.511, -0.160)
H (-1.501, 0.585, -1.981)


3) The following is a quantum chemistry calculation of a 2-piece molecular cluster, C2H7S2 overall, from OMol25.

Output
total charge = -1
HOMO-LUMO gap = 0.2368 hartree

Element x y z (Å)
C (2.102, -1.405, 0.995)
S (1.580, 0.294, 0.601)
H (2.237, -1.976, 0.086)
H (3.123, -1.340, 1.440)
H (1.592, -1.984, 1.690)
H (0.220, 0.072, 0.180)
C (-1.843, 1.230, -1.508)
S (-1.788, -0.189, -0.293)
H (-2.460, 1.048, -2.356)
H (-2.183, 2.194, -1.001)
H (-0.751, 1.362, -1.882)


The computed energies, referenced to the most stable structure and given in kJ/mol, are 1) 0.0; 2) 17.1; 3) 53.1.


1) The following is a quantum chemistry calculation of an isolated ion of composition C5H11NO and charge +1, from OMol25.

Output
total charge = +1
spin multiplicity = 2
HOMO-LUMO gap (alpha / beta) = 0.2115 / 0.2241 hartree
⟨S²⟩ = 0.7654

Element x y z (Å)
O (3.030, -0.610, -0.588)
C (1.970, 0.074, -1.013)
C (0.901, 0.376, 0.179)
C (-0.367, -0.602, 0.030)
C (-1.518, -0.130, -0.748)
C (-2.751, 0.121, 0.123)
N (1.617, 0.275, 1.470)
H (2.300, 1.089, -1.345)
H (0.412, 1.349, 0.040)
H (1.297, -0.509, -1.684)
H (0.141, -1.549, -0.208)
H (-0.640, -0.667, 1.117)
H (-1.770, -0.875, -1.486)
H (-2.061, 0.705, 0.736)
H (-3.598, 0.739, -0.221)
H (-3.208, -0.820, 0.520)
H (2.498, -0.135, 1.148)
H (1.748, 1.172, 1.930)


2) The following is a quantum chemistry calculation of an isolated ion of composition C5H11NO and charge +1, from OMol25.

Output
total charge = +1
spin multiplicity = 2
HOMO-LUMO gap (alpha / beta) = 0.4136 / 0.2461 hartree
⟨S²⟩ = 0.7562

Element x y z (Å)
C (0.673, 2.296, 0.831)
C (0.408, 1.439, -0.502)
N (-0.726, 0.497, -0.365)
C (-1.215, -1.881, 0.368)
C (-0.210, -0.795, 0.115)
C (0.749, -1.589, -0.795)
O (0.478, -1.897, -1.895)
H (-0.072, 3.115, 0.718)
H (1.670, 2.609, 1.047)
H (0.336, 1.632, 1.563)
H (1.300, 0.826, -0.840)
H (0.425, 2.211, -1.325)
H (-1.385, 0.455, -1.179)
H (-1.614, -1.628, 1.379)
H (-2.030, -1.975, -0.348)
H (-0.691, -2.916, 0.452)
H (0.326, -0.450, 0.925)
H (1.575, -1.949, -0.151)


3) The following is a quantum chemistry calculation of an isolated ion of composition C5H11NO and charge +1, from OMol25.

Output
total charge = +1
spin multiplicity = 2
HOMO-LUMO gap (alpha / beta) = 0.3390 / 0.2823 hartree
⟨S²⟩ = 0.7562

Element x y z (Å)
C (-0.589, 1.790, 0.645)
O (-1.637, 1.425, -0.229)
C (-0.270, 0.640, 1.581)
C (-0.264, -0.763, 0.838)
C (0.839, -0.779, -0.106)
C (0.611, -0.966, -1.485)
N (1.390, -1.714, -2.212)
H (0.262, 2.044, 0.005)
H (-0.857, 2.669, 1.230)
H (-2.428, 1.969, -0.105)
H (-0.989, 0.662, 2.401)
H (0.747, 0.735, 1.959)
H (-0.118, -1.408, 1.690)
H (-1.252, -0.892, 0.426)
H (1.836, -0.484, 0.218)
H (-0.192, -0.433, -1.989)
H (1.853, -2.486, -1.741)
H (1.057, -2.008, -3.124)


The computed energies, referenced to the most stable structure and given in kJ/mol, are 1) 527.8; 2) 157.5; 3) 0.0.


1) The following is a quantum chemistry calculation of a 2-piece molecular cluster, C4H8P2 overall, from OMol25.

Output
HOMO-LUMO gap = 0.3498 hartree
SMILES = [H]/P=C/C.CC#P

Element x y z (Å)
C (-1.645, 1.481, 0.235)
C (1.302, -1.565, 0.012)
C (-0.633, 2.327, -0.293)
C (-0.100, -1.942, -0.314)
P (-2.884, 0.841, 0.957)
P (1.722, -0.474, 1.195)
H (1.949, -1.963, -0.680)
H (-1.003, 3.396, -0.121)
H (-0.694, 2.061, -1.301)
H (0.222, 2.081, 0.295)
H (-0.388, -2.842, 0.084)
H (-0.371, -2.059, -1.350)
H (-0.684, -1.178, 0.043)
H (3.208, -0.164, 1.237)


2) The following is a quantum chemistry calculation of a 2-piece molecular cluster, C4H8P2 overall, from OMol25.

Output
HOMO-LUMO gap = 0.3344 hartree
SMILES = [H]/P=C/C.CC#P

Element x y z (Å)
C (0.584, 1.874, -1.246)
C (-0.522, -0.946, 1.833)
C (1.080, 1.026, -2.293)
C (-1.189, -1.250, 0.502)
P (-0.285, 2.367, -0.069)
P (0.980, -0.209, 2.129)
H (-1.236, -1.040, 2.754)
H (1.496, 1.567, -3.080)
H (0.318, 0.258, -2.629)
H (1.920, 0.575, -1.723)
H (-2.277, -1.301, 0.397)
H (-0.789, -2.287, 0.278)
H (-0.671, -0.603, -0.372)
H (0.590, -0.031, 3.517)


The computed energies, referenced to the most stable structure and given in kJ/mol, are 1) 13.2; 2) 0.0.